Record 1
{"formula": "C46H44BrF3N3O2S4SbV", "method": "ωB97M-V/def2-TZVPD", "spin_multiplicity": 4, "charge": -2, "homo_energy_ev": [-0.80, -0.83], "lumo_ev": [3.98, 3.93], "homo_lumo_gap_ev": [4.8, 4.8], "symbols": ["C", "H", "C", "H", "O", "C", "C", "C", "C", "C", "F", "H", "S", "C", "O", "H", "C", "H", "C", "H", "H", "H", "H", "C", "H", "C", "H", "H", "C", "H", "C", "H", "C", "S", "C", "N", "H", "Sb", "H", "C", "C", "C", "H", "H", "C", "H", "H", "C", "C", "N", "C", "H", "C", "C", "H", "Br", "C", "H", "C", "H", "C", "C", "V", "H", "F", "H", "C", "C", "S", "H", "C", "C", "F", "C", "C", "C", "H", "H", "C", "C", "H", "H", "H", "H", "H", "H", "S", "N", "H", "C", "C", "C", "C", "C", "H", "H", "C", "C", "H", "H", "H", "H", "H", "C", "H"], "coordinates": [[-2.6061, -5.4048, -0.3954], [-1.3788, 1.8095, 1.7405], [-2.0970, 1.0013, -5.1892], [-2.4454, -2.6394, 3.2146], [2.4892, -2.0241, 0.8732], [-4.7986, 1.9658, 1.7549], [-5.7165, -4.0612, -1.7126], [5.0055, 4.0884, 0.2036], [5.6173, -0.6880, 3.3113], [-0.5665, 2.4446, -0.8286], [-5.4936, 2.7725, 2.6128], [-1.0804, 4.1287, 1.1750], [2.9980, -4.1222, -3.1902], [-2.3824, -4.5880, 0.6746], [1.1045, -0.0197, -0.4328], [5.6372, 5.4458, 1.7768], [-0.8462, -2.9581, 1.7819], [6.6424, -0.7070, 2.9667], [4.6025, -1.0981, 2.4757], [6.1333, 0.0623, 5.2591], [1.9676, -0.6265, 4.5476], [-0.2542, 3.2264, -1.5220], [-3.1590, -2.8009, -3.4897], [3.2740, -1.0873, 2.9198], [0.5005, 4.1571, 1.9586], [2.6516, 3.1777, 0.3192], [-6.1098, -3.7126, 0.3600], [4.8082, -1.4435, 1.4736], [3.9964, 2.9627, 0.0221], [-4.1514, 1.6315, -1.5226], [1.6663, 2.2228, 0.1886], [-2.7039, -0.6506, 1.7650], [4.3216, 1.7149, -0.4799], [2.7481, -4.4998, -1.2716], [4.9167, 4.6396, 1.6341], [0.9900, -1.7537, 2.5144], [5.3941, 6.0416, -0.6660], [-1.9486, -0.8923, -1.1643], [0.0651, -4.4880, -2.2289], [4.0179, -0.2280, 5.0410], [-4.8518, 2.2242, 0.3988], [-3.8081, -2.9894, -2.6429], [7.1320, 4.4475, 0.1974], [0.2312, 1.7421, 2.4841], [-4.3650, -2.6669, -0.3445], [-1.6385, 2.5312, -0.6557], [-5.4468, 0.6615, -4.7945], [-0.6295, -4.5129, -1.4015], [-2.6022, -0.0221, -3.0632], [0.2751, -2.2838, 1.5248], [2.2266, -1.6006, 2.0559], [3.9248, 5.0302, 1.8432], [-4.3942, 0.5944, -4.5604], [-4.9093, -3.8182, -2.8047], [4.7610, 4.8495, -1.8111], [3.8977, -0.8876, -1.4703], [2.9944, -0.6370, 4.2155], [6.6020, 3.3398, -1.0687], [-0.3250, 1.6093, 1.5559], [-0.3613, 1.4811, -1.2877], [3.3500, 0.7466, -0.6438], [-4.0460, 0.9250, 2.2642], [1.0005, -2.1899, -0.2165], [-3.0468, -4.5757, 1.5268], [-3.8737, 1.6185, -6.6267], [3.6826, 5.5970, -0.6370], [-1.6824, 0.4560, -3.9832], [-1.4362, -3.0562, 3.1675], [0.6662, -1.7269, -2.7104], [2.3610, 4.1547, 0.6701], [4.6901, 5.2177, -0.7900], [-3.3832, 0.3450, 0.0014], [-6.8090, -4.8704, -1.8622], [-1.2449, -3.7446, 0.6933], [-1.7053, -5.3685, -1.4693], [-3.4515, 1.0657, -5.4513], [-1.8378, -6.0115, -2.3272], [6.6916, 2.7862, 0.6080], [6.4478, 3.6300, -0.0324], [-0.0112, 3.9934, 1.0112], [-5.4440, 3.0486, 0.0305], [-1.3915, 1.3728, -5.9156], [-3.4711, -6.0535, -0.4369], [3.7979, 0.1141, 6.0440], [-0.7894, -2.5087, 3.8523], [-4.6829, -0.3386, -2.6668], [1.2363, -3.1570, -4.0099], [-0.3695, -3.7081, -0.3742], [-4.0020, 0.7564, 3.3309], [5.3344, -0.2544, 4.5998], [-5.4607, -3.5028, -0.4765], [-3.9563, 0.0438, -3.3685], [0.2129, 2.5669, 0.4874], [1.9890, 0.9058, -0.2923], [-0.6253, 0.3807, -3.7688], [5.1279, 3.8491, 2.3503], [-3.3377, 0.1363, 1.3762], [-4.1302, 1.4168, -0.4646], [-1.4927, -4.1012, 3.4820], [5.3321, 1.4752, -0.7670], [0.3120, 4.7442, 0.2907], [-5.1544, -4.2567, -3.7616], [-0.2123, 0.5761, 1.2362], [-3.5430, -2.3846, -1.4220], [-4.1639, -2.2053, 0.6106]]}

***

Record 2
{"formula": "C18H46IrN2OSSeSi2Te", "method": "ωB97M-V/def2-TZVPD", "spin_multiplicity": 2, "charge": 2, "homo_energy_ev": [-14.44, -14.39], "lumo_ev": [-8.56, -8.29], "homo_lumo_gap_ev": [5.9, 6.1], "symbols": ["Si", "H", "H", "C", "H", "H", "C", "C", "H", "H", "H", "H", "H", "C", "H", "H", "H", "H", "C", "H", "H", "H", "H", "H", "H", "H", "Si", "H", "C", "C", "H", "H", "C", "S", "H", "H", "H", "H", "H", "H", "H", "H", "C", "H", "N", "C", "C", "H", "C", "H", "H", "C", "H", "H", "C", "C", "H", "Ir", "H", "C", "H", "H", "H", "H", "N", "Se", "Te", "H", "C", "H", "C", "O", "H"], "coordinates": [[-0.9535, -5.4078, 0.1166], [3.3232, -2.1924, 5.0467], [-4.0605, 0.6261, -3.5545], [-3.6057, 0.1905, -2.6605], [5.0129, 2.5461, 1.8677], [-3.0259, -2.6740, -4.2056], [1.5290, 0.0527, -2.4608], [-1.1366, -4.5546, -1.5753], [7.1430, -2.7688, 5.0221], [3.6689, -4.7854, 3.4886], [5.9886, -4.3902, 3.4880], [5.0740, 1.5914, 5.4214], [-6.0541, -0.8917, -0.7902], [0.6916, -4.8330, 0.7877], [-0.2497, -7.5277, -0.9451], [6.7027, 2.1976, 1.5446], [-3.2845, -5.0727, 0.9187], [0.6962, -3.7332, 0.7848], [5.4230, -3.6002, 3.9814], [-2.2135, -3.7928, 1.5275], [3.3311, 0.0169, 5.0771], [1.6744, -0.9977, -2.7010], [2.3740, -3.0922, 2.3782], [-0.8679, -7.7986, 0.6909], [-2.5199, 0.2113, -2.8015], [-2.0683, -4.8674, -2.0611], [-4.2479, -1.5291, -2.3426], [4.8616, -0.7100, 4.5578], [-1.0142, -7.2213, -0.2266], [-3.1278, -2.1818, -0.9081], [4.0710, 2.1975, 4.1191], [-2.1703, -5.4077, 2.2347], [6.0547, 1.5633, 3.5114], [2.7220, -1.1017, 0.7011], [1.2203, 0.5832, -3.3575], [5.6073, -2.4303, 5.8251], [3.6700, 0.5920, 2.3507], [0.3648, 1.0513, -1.1985], [1.5468, -5.1787, 0.1983], [6.3072, -4.0420, 5.9064], [-0.3123, -4.8639, -2.2236], [-3.8531, 0.8418, -1.8175], [4.0019, -4.0954, 4.2707], [2.4657, 0.4639, -2.0858], [3.5514, -0.1797, 2.9919], [4.7999, 1.4218, 4.3799], [6.1602, -3.1813, 5.2532], [2.0326, -3.3408, 4.7588], [-5.9710, -1.5389, -1.6673], [5.5493, 0.8912, 1.4755], [-4.7113, -2.3712, -4.6012], [5.8043, 1.8055, 2.0193], [6.6226, 2.4077, 3.9010], [-3.4621, -3.1563, -0.5488], [2.9806, -2.9650, 4.3761], [-2.2791, -4.8592, 1.2936], [-6.6722, -1.1699, -2.4224], [0.4424, -1.5336, 0.2940], [5.3856, -2.7659, 3.2694], [4.1276, 0.0602, 4.3348], [0.8268, -5.1681, 1.8226], [6.6863, 0.6786, 3.6401], [-6.2853, -2.5474, -1.3855], [-4.3028, -3.7012, -3.5256], [2.7038, -2.3967, 3.0338], [-0.5880, -1.1959, 2.2992], [-1.1567, -2.4401, -1.6461], [-3.1210, -1.4599, -0.0935], [3.0135, -1.2525, 2.4490], [-1.9909, -7.4956, -0.6362], [-4.0400, -2.6731, -3.7925], [0.4874, 0.1277, -1.4508], [3.9971, -4.6515, 5.2104]]}

***

| no. | electronic energy (eV) |
| --- | --- |
| 1 | -210746.7585 |
| 2 | -126495.3690 |